No. 1
Density functional theory data (ωB97M-V with the def2-TZVPD basis set) for 8 unconnected molecules or ions with the total composition C32H88N8O8 in a non-equilibrium geometry.

As for the SMILES: COC[C@H](C)N.COC[C@H](C)N.COC[C@H](C)N.COC[C@H](C)N.COC[C@H](C)N.COC[C@H](C)N.COC[C@H](C)N.COC[C@H](C)N. Its net charge is 0. As for the relative energy (zero: lowest compared OMol25 entry of this formula, charge and spin): 28.4 kcal per mole. For the total energy, the calculation gives -2311.8093 a.u. Its spin multiplicity is 1. Its orbital gap is 9.214 eV.

Geometry (Å):
C -4.95 2.99 0.26
O -4.26 3.98 0.95
C -3.34 3.50 1.91
C -2.51 4.65 2.40
C -1.76 5.33 1.26
N -1.54 4.14 3.41
H -4.34 2.63 -0.58
H -5.96 3.29 -0.05
H -5.13 2.13 0.92
H -3.93 3.09 2.74
H -2.71 2.69 1.51
H -3.13 5.39 2.90
H -0.84 4.80 1.00
H -1.48 6.35 1.51
H -2.42 5.42 0.39
H -1.83 3.23 3.77
H -1.59 4.71 4.25
C 3.29 -0.84 2.15
O 2.18 -0.90 2.99
C 1.42 -2.09 2.88
C 2.00 -3.15 3.80
C 1.30 -4.49 3.72
N 1.99 -2.65 5.18
H 2.99 -0.87 1.09
H 4.06 -1.62 2.30
H 3.83 0.09 2.33
H 0.40 -1.92 3.24
H 1.34 -2.35 1.82
H 3.05 -3.34 3.53
H 0.22 -4.39 3.91
H 1.63 -5.17 4.51
H 1.48 -4.98 2.76
H 2.69 -1.94 5.33
H 2.17 -3.41 5.83
C 4.08 4.90 -2.16
O 3.28 4.04 -1.37
C 3.53 4.19 0.01
C 3.04 2.94 0.74
C 1.53 2.89 0.88
N 3.56 2.90 2.11
H 3.64 4.99 -3.15
H 5.09 4.50 -2.21
H 4.08 5.95 -1.82
H 4.61 4.28 0.19
H 3.00 5.06 0.42
H 3.41 2.05 0.22
H 1.24 1.96 1.36
H 1.07 2.79 -0.11
H 1.21 3.81 1.36
H 4.54 3.16 2.21
H 3.10 3.60 2.68
C 2.07 3.09 -6.16
O 1.78 2.02 -5.31
C 0.41 1.67 -5.26
C -0.39 2.61 -4.36
C 0.12 2.72 -2.95
N -1.81 2.20 -4.37
H 1.41 3.96 -6.08
H 2.03 2.78 -7.22
H 3.11 3.36 -6.00
H -0.01 1.64 -6.27
H 0.38 0.69 -4.78
H -0.36 3.62 -4.81
H -0.15 1.84 -2.36
H -0.24 3.61 -2.43
H 1.21 2.79 -2.97
H -2.21 2.35 -5.29
H -2.34 2.82 -3.77
C -3.12 -3.69 3.38
O -3.56 -2.38 3.65
C -4.78 -2.02 3.06
C -5.40 -0.88 3.82
C -6.74 -0.50 3.22
N -4.49 0.30 3.77
H -2.04 -3.73 3.44
H -3.39 -4.01 2.36
H -3.66 -4.38 4.04
H -4.66 -1.85 1.98
H -5.48 -2.88 3.09
H -5.48 -1.17 4.87
H -7.31 -1.37 2.90
H -6.52 0.15 2.37
H -7.32 0.12 3.90
H -3.59 -0.02 4.12
H -4.78 0.91 4.53
C 2.83 -2.01 -2.98
O 4.20 -1.66 -2.87
C 4.39 -0.27 -2.75
C 5.88 0.00 -2.73
C 6.14 1.49 -2.64
N 6.47 -0.47 -4.04
H 2.30 -1.80 -2.05
H 2.80 -3.07 -3.23
H 2.37 -1.41 -3.78
H 3.95 0.35 -3.54
H 3.94 0.04 -1.78
H 6.45 -0.53 -1.97
H 7.19 1.74 -2.47
H 5.59 1.94 -1.81
H 5.78 2.00 -3.54
H 5.99 -1.34 -4.27
H 6.09 0.14 -4.76
C -4.03 -1.25 -1.32
O -2.83 -1.21 -0.60
C -2.59 0.09 -0.06
C -1.31 0.09 0.73
C -0.02 -0.33 0.04
N -1.50 -0.64 2.03
H -4.10 -0.50 -2.12
H -4.91 -1.09 -0.68
H -4.09 -2.23 -1.80
H -2.54 0.82 -0.88
H -3.43 0.33 0.60
H -1.10 1.10 1.09
H 0.19 0.44 -0.72
H -0.13 -1.29 -0.45
H 0.81 -0.30 0.74
H -2.33 -0.23 2.43
H -1.76 -1.59 1.74
C 0.73 -6.57 -2.49
O -0.55 -5.98 -2.41
C -0.59 -4.80 -1.64
C -0.51 -5.04 -0.14
C -1.48 -6.10 0.34
N -0.75 -3.81 0.66
H 1.17 -6.35 -3.47
H 0.66 -7.65 -2.39
H 1.43 -6.21 -1.73
H 0.22 -4.14 -1.98
H -1.53 -4.29 -1.86
H 0.50 -5.38 0.13
H -2.51 -5.72 0.26
H -1.32 -6.38 1.38
H -1.40 -7.03 -0.23
H -0.11 -3.09 0.33
H -1.67 -3.51 0.35

Atomic partial charges in e from the Löwdin method, atoms 1 to 99: number 1, C, carries -0.115; number 2, O, carries -0.186; number 3, C, carries -0.215; number 4, C, carries -0.415; number 5, C, carries -0.054; number 6, N, carries 0.040; number 7, H, carries 0.081; number 8, H, carries 0.088; number 9, H, carries 0.073; number 10, H, carries 0.121; number 11, H, carries 0.118; number 12, H, carries 0.136; number 13, H, carries 0.054; number 14, H, carries 0.075; number 15, H, carries 0.072; number 16, H, carries 0.060; number 17, H, carries 0.065; number 18, C, carries -0.133; number 19, O, carries -0.186; number 20, C, carries -0.212; number 21, C, carries -0.451; number 22, C, carries -0.064; number 23, N, carries 0.046; number 24, H, carries 0.074; number 25, H, carries 0.085; number 26, H, carries 0.074; number 27, H, carries 0.110; number 28, H, carries 0.101; number 29, H, carries 0.128; number 30, H, carries 0.066; number 31, H, carries 0.074; number 32, H, carries 0.072; number 33, H, carries 0.069; number 34, H, carries 0.061; number 35, C, carries -0.108; number 36, O, carries -0.194; number 37, C, carries -0.219; number 38, C, carries -0.430; number 39, C, carries -0.048; number 40, N, carries 0.035; number 41, H, carries 0.082; number 42, H, carries 0.080; number 43, H, carries 0.089; number 44, H, carries 0.121; number 45, H, carries 0.132; number 46, H, carries 0.127; number 47, H, carries 0.071; number 48, H, carries 0.068; number 49, H, carries 0.071; number 50, H, carries 0.070; number 51, H, carries 0.074; number 52, C, carries -0.123; number 53, O, carries -0.199; number 54, C, carries -0.195; number 55, C, carries -0.450; number 56, C, carries -0.052; number 57, N, carries 0.030; number 58, H, carries 0.082; number 59, H, carries 0.090; number 60, H, carries 0.086; number 61, H, carries 0.127; number 62, H, carries 0.128; number 63, H, carries 0.126; number 64, H, carries 0.060; number 65, H, carries 0.082; number 66, H, carries 0.074; number 67, H, carries 0.067; number 68, H, carries 0.066; number 69, C, carries -0.097; number 70, O, carries -0.200; number 71, C, carries -0.236; number 72, C, carries -0.431; number 73, C, carries -0.059; number 74, N, carries 0.043; number 75, H, carries 0.069; number 76, H, carries 0.079; number 77, H, carries 0.093; number 78, H, carries 0.129; number 79, H, carries 0.130; number 80, H, carries 0.141; number 81, H, carries 0.077; number 82, H, carries 0.069; number 83, H, carries 0.076; number 84, H, carries 0.064; number 85, H, carries 0.077; number 86, C, carries -0.087; number 87, O, carries -0.193; number 88, C, carries -0.229; number 89, C, carries -0.412; number 90, C, carries -0.076; number 91, N, carries 0.031; number 92, H, carries 0.076; number 93, H, carries 0.083; number 94, H, carries 0.086; number 95, H, carries 0.129; number 96, H, carries 0.124; number 97, H, carries 0.137; number 98, H, carries 0.080; number 99, H, carries 0.066

---

No. 2
Density functional theory data (ωB97M-V with the def2-TZVPD basis set) for a molecular structure, C30H39N4O2SiW in a non-equilibrium geometry.

Its net charge is +3. For the total energy, the calculation gives -1891.7992 a.u. Its spin multiplicity is 1. Its orbital gap is 7.278 eV.

Geometry (Å):
W 3.16 3.51 16.56
C 2.51 0.97 17.94
N 1.91 1.64 16.76
C 0.42 1.99 17.09
C -0.42 2.54 15.90
C 0.22 3.71 15.16
N 1.10 4.41 16.14
C 0.57 5.33 16.83
C 0.90 5.77 18.14
C 0.01 6.62 18.79
C -0.05 6.55 20.15
C 0.83 5.73 20.88
C 1.80 4.97 20.21
C 1.80 4.96 18.84
O 2.62 4.05 18.28
C 1.98 0.64 15.59
C 3.32 0.66 14.86
C 3.40 1.78 13.85
N 3.20 3.10 14.47
C 3.00 4.08 13.62
C 3.00 5.45 13.92
C 2.59 6.36 12.91
C 2.55 7.72 13.17
C 2.98 8.18 14.46
C 3.41 7.34 15.46
C 3.45 5.98 15.16
O 3.96 5.17 16.10
H 1.90 0.09 18.19
H 2.64 1.59 18.81
H 3.50 0.64 17.58
H 0.45 2.71 17.95
H -0.10 1.11 17.43
H -1.42 2.78 16.38
H -0.66 1.79 15.18
H -0.50 4.45 14.85
H 0.82 3.35 14.29
H -0.43 5.67 16.46
H -0.65 7.20 18.19
H -0.77 7.13 20.70
H 0.76 5.68 21.94
H 2.51 4.36 20.78
H 1.14 0.83 14.92
H 1.75 -0.33 16.04
H 3.49 -0.25 14.32
H 4.18 0.68 15.51
H 2.64 1.69 13.05
H 4.39 1.79 13.37
H 2.89 3.74 12.58
H 2.30 5.96 11.96
H 2.24 8.44 12.41
H 3.05 9.28 14.59
H 3.78 7.73 16.42
C 9.41 4.22 18.44
Si 8.52 5.58 17.64
C 8.45 5.73 15.83
C 7.41 6.55 18.73
N 4.56 2.60 17.10
C 5.63 1.91 17.70
C 5.75 1.96 19.07
C 6.81 1.30 19.72
C 7.66 0.52 18.95
C 7.49 0.41 17.59
C 6.44 1.06 16.95
H 9.62 4.51 19.46
H 10.26 3.79 17.92
H 8.66 3.41 18.46
H 7.56 6.29 15.48
H 8.58 4.78 15.29
H 9.32 6.36 15.57
H 7.27 5.96 19.65
H 6.45 6.78 18.27
H 7.82 7.52 18.95
H 4.95 2.48 19.59
H 6.92 1.31 20.80
H 8.47 -0.06 19.40
H 8.18 -0.17 16.98
H 6.29 0.81 15.91

Partial charges, Löwdin, in e: number 1, W, carries 1.851; number 2, C, carries -0.074; number 3, N, carries -0.286; number 4, C, carries -0.115; number 5, C, carries -0.134; number 6, C, carries -0.158; number 7, N, carries -0.089; number 8, C, carries -0.067; number 9, C, carries -0.140; number 10, C, carries 0.009; number 11, C, carries -0.023; number 12, C, carries 0.012; number 13, C, carries 0.022; number 14, C, carries -0.300; number 15, O, carries -0.243; number 16, C, carries -0.116; number 17, C, carries -0.157; number 18, C, carries -0.173; number 19, N, carries -0.129; number 20, C, carries -0.078; number 21, C, carries -0.152; number 22, C, carries 0.014; number 23, C, carries -0.013; number 24, C, carries -0.007; number 25, C, carries -0.001; number 26, C, carries -0.311; number 27, O, carries -0.219; number 28, H, carries 0.118; number 29, H, carries 0.086; number 30, H, carries 0.082; number 31, H, carries 0.128; number 32, H, carries 0.128; number 33, H, carries 0.154; number 34, H, carries 0.106; number 35, H, carries 0.124; number 36, H, carries 0.108; number 37, H, carries 0.164; number 38, H, carries 0.130; number 39, H, carries 0.127; number 40, H, carries 0.118; number 41, H, carries 0.139; number 42, H, carries 0.117; number 43, H, carries 0.141; number 44, H, carries 0.133; number 45, H, carries 0.071; number 46, H, carries 0.144; number 47, H, carries 0.147; number 48, H, carries 0.163; number 49, H, carries 0.124; number 50, H, carries 0.131; number 51, H, carries 0.137; number 52, H, carries 0.139; number 53, C, carries -0.138; number 54, Si, carries 0.911; number 55, C, carries -0.159; number 56, C, carries -0.142; number 57, N, carries -0.116; number 58, C, carries -0.353; number 59, C, carries -0.026; number 60, C, carries -0.035; number 61, C, carries -0.066; number 62, C, carries -0.058; number 63, C, carries -0.021; number 64, H, carries 0.059; number 65, H, carries 0.063; number 66, H, carries 0.044; number 67, H, carries 0.053; number 68, H, carries 0.063; number 69, H, carries 0.075; number 70, H, carries 0.066; number 71, H, carries 0.041; number 72, H, carries 0.054; number 73, H, carries 0.113; number 74, H, carries 0.120; number 75, H, carries 0.133; number 76, H, carries 0.127; number 77, H, carries 0.106

---

No. 3
Density functional theory data (ωB97M-V with the def2-TZVPD basis set) for a molecular structure, C29H43Br12Cl2N3O9S in a non-equilibrium geometry.

Its net charge is 0. For the total energy, the calculation gives -34178.7580 a.u. Its spin multiplicity is 1. Its orbital gap is 9.218 eV.

Geometry (Å):
C 5.37 0.08 -1.11
C 4.26 0.28 -2.11
Cl 4.71 1.22 -3.50
C 3.02 -0.21 -1.97
Cl 1.91 0.18 -3.29
C 2.51 -1.09 -0.80
C 3.36 -2.37 -0.73
C 2.62 -3.67 -0.40
O 3.39 -4.46 0.51
C 1.03 -1.35 -1.26
O 0.58 -2.21 -1.94
O 0.25 -0.33 -0.80
C 0.96 0.56 0.07
C 1.34 1.94 -0.52
C 0.41 2.43 -1.65
S -0.63 3.85 -1.13
C -2.27 3.05 -1.09
N -3.04 2.81 -2.10
N -4.18 2.15 -1.71
C -4.04 1.99 -0.43
O -2.93 2.52 0.04
C -0.15 0.89 1.09
O 0.31 1.49 2.28
O -0.42 2.66 2.58
C 2.11 -0.38 0.55
C 3.14 0.42 1.34
C 4.33 -0.34 1.89
O 4.36 -1.48 2.20
O 5.46 0.45 2.09
N 1.36 -1.45 1.26
C 1.47 -1.50 2.47
O 1.63 -1.45 3.60
H 5.23 0.78 -0.28
H 5.53 -0.94 -0.81
H 6.29 0.40 -1.59
H 4.21 -2.31 -0.06
H 3.79 -2.50 -1.73
H 1.61 -3.54 -0.03
H 2.54 -4.25 -1.32
H 3.10 -5.36 0.32
H 1.31 2.69 0.28
H 2.37 1.96 -0.89
H 1.01 2.72 -2.50
H -0.26 1.66 -2.02
H -4.79 1.48 0.14
H -0.80 1.62 0.60
H -0.76 0.01 1.27
H 0.22 3.38 2.66
H 3.52 1.27 0.79
H 2.63 0.85 2.21
H 5.23 1.04 2.82
Br 0.62 -5.71 -2.87
C -0.77 -5.12 -4.08
C -2.07 -5.84 -3.83
Br -2.04 -7.65 -4.54
H -0.40 -5.27 -5.09
H -0.88 -4.06 -3.89
H -2.89 -5.34 -4.36
H -2.31 -5.92 -2.78
Br -4.65 1.34 4.42
C -3.75 -0.28 3.83
C -2.49 -0.54 4.62
Br -1.06 0.66 4.03
H -3.56 -0.17 2.77
H -4.47 -1.08 3.99
H -2.13 -1.55 4.44
H -2.62 -0.39 5.69
Br -2.21 6.35 3.96
C -2.19 7.28 2.26
C -3.05 6.58 1.24
Br -2.16 4.97 0.54
H -1.15 7.36 1.95
H -2.58 8.28 2.47
H -3.21 7.22 0.37
H -4.01 6.27 1.63
Br 0.83 7.91 -0.94
C -0.75 8.93 -1.45
C -0.57 10.40 -1.19
Br -0.74 10.81 0.70
H -1.58 8.50 -0.91
H -0.87 8.74 -2.52
H -1.35 10.97 -1.68
H 0.40 10.77 -1.51
Br -4.89 -3.75 2.89
C -6.81 -3.85 3.21
C -7.57 -2.86 2.37
Br -7.43 -1.05 3.08
H -6.96 -3.72 4.27
H -7.08 -4.87 2.93
H -8.63 -3.09 2.39
H -7.23 -2.82 1.34
Br 5.51 -9.99 -2.85
C 3.95 -8.96 -3.38
C 4.16 -7.49 -3.15
Br 4.00 -7.02 -1.27
H 3.11 -9.36 -2.82
H 3.82 -9.17 -4.44
H 3.38 -6.92 -3.66
H 5.13 -7.14 -3.48

Partial charges, Löwdin, in e: number 1, C, carries -0.074; number 2, C, carries -0.716; number 3, Cl, carries 0.681; number 4, C, carries -0.543; number 5, Cl, carries 0.804; number 6, C, carries -0.204; number 7, C, carries -0.070; number 8, C, carries -0.265; number 9, O, carries -0.112; number 10, C, carries -0.501; number 11, O, carries 0.136; number 12, O, carries 0.044; number 13, C, carries -0.319; number 14, C, carries -0.159; number 15, C, carries -0.434; number 16, S, carries 0.798; number 17, C, carries -0.732; number 18, N, carries 0.040; number 19, N, carries 0.056; number 20, C, carries -0.196; number 21, O, carries -0.124; number 22, C, carries -0.157; number 23, O, carries -0.379; number 24, O, carries -0.152; number 25, C, carries -0.239; number 26, C, carries -0.006; number 27, C, carries -0.480; number 28, O, carries 0.177; number 29, O, carries 0.059; number 30, N, carries 0.216; number 31, C, carries -0.295; number 32, O, carries 0.216; number 33, H, carries 0.065; number 34, H, carries 0.086; number 35, H, carries 0.073; number 36, H, carries 0.100; number 37, H, carries 0.132; number 38, H, carries 0.104; number 39, H, carries 0.039; number 40, H, carries -0.023; number 41, H, carries 0.109; number 42, H, carries 0.100; number 43, H, carries 0.059; number 44, H, carries 0.072; number 45, H, carries 0.137; number 46, H, carries 0.105; number 47, H, carries 0.122; number 48, H, carries 0.114; number 49, H, carries 0.123; number 50, H, carries 0.147; number 51, H, carries 0.120; number 52, Br, carries 0.681; number 53, C, carries -0.677; number 54, C, carries -0.697; number 55, Br, carries 0.597; number 56, H, carries 0.051; number 57, H, carries 0.057; number 58, H, carries 0.058; number 59, H, carries 0.050; number 60, Br, carries 0.591; number 61, C, carries -0.731; number 62, C, carries -0.625; number 63, Br, carries 0.975; number 64, H, carries 0.046; number 65, H, carries -0.028; number 66, H, carries 0.057; number 67, H, carries 0.051; number 68, Br, carries 0.626; number 69, C, carries -0.709; number 70, C, carries -0.592; number 71, Br, carries 0.864; number 72, H, carries 0.035; number 73, H, carries 0.049; number 74, H, carries 0.050; number 75, H, carries 0.057; number 76, Br, carries 0.614; number 77, C, carries -0.687; number 78, C, carries -0.689; number 79, Br, carries 0.613; number 80, H, carries 0.031; number 81, H, carries 0.063; number 82, H, carries 0.059; number 83, H, carries 0.051; number 84, Br, carries 0.642; number 85, C, carries -0.683; number 86, C, carries -0.688; number 87, Br, carries 0.627; number 88, H, carries 0.053; number 89, H, carries 0.057; number 90, H, carries 0.056; number 91, H, carries 0.050; number 92, Br, carries 0.605; number 93, C, carries -0.697; number 94, C, carries -0.676; number 95, Br, carries 0.725; number 96, H, carries 0.052; number 97, H, carries 0.059; number 98, H, carries 0.023; number 99, H, carries 0.053

---

Number 3 is which compound?
C29H43Br12Cl2N3O9S